(1)
{"formula": "C14H14N4O2", "method": "wB97M-V/def2-TZVPD", "elements": ["O", "C", "C", "C", "C", "C", "O", "N", "N", "N", "N", "C", "C", "C", "C", "C", "C", "C", "C", "C", "H", "H", "H", "H", "H", "H", "H", "H", "H", "H", "H", "H", "H", "H"], "coordinates": [[2.445, -0.565, 1.321], [2.465, 0.555, 0.847], [3.763, 1.360, 0.750], [4.827, 0.498, 0.158], [5.578, 0.660, -0.959], [6.410, -0.519, -1.113], [7.259, -0.813, -1.928], [6.012, -1.345, -0.070], [5.152, -0.675, 0.786], [1.382, 1.210, 0.362], [0.080, 0.837, 0.271], [-0.358, -0.291, 0.686], [-1.751, -0.622, 0.545], [-2.655, 0.195, -0.025], [-4.066, -0.061, -0.216], [-4.691, -1.247, 0.184], [-6.042, -1.438, -0.029], [-6.802, -0.456, -0.644], [-6.199, 0.725, -1.046], [-4.849, 0.920, -0.835], [3.644, 2.265, 0.157], [4.045, 1.634, 1.771], [5.601, 1.503, -1.618], [6.544, -2.130, 0.270], [4.401, -1.197, 1.235], [1.513, 2.138, -0.022], [0.274, -1.042, 1.152], [-2.033, -1.591, 0.930], [-2.297, 1.150, -0.386], [-4.117, -2.024, 0.663], [-6.508, -2.361, 0.286], [-7.858, -0.610, -0.809], [-6.786, 1.495, -1.526], [-4.382, 1.842, -1.151]], "forces_ev_per_a": [[-0.21, -0.19, 0.14], [0.11, 0.39, -0.10], [-0.09, -0.28, 0.04], [0.32, -0.07, -0.11], [-0.24, 0.10, 0.24], [-0.15, -0.23, 0.09], [0.33, -0.02, -0.24], [-0.22, -0.27, -0.01], [0.04, 0.10, 0.40], [0.23, 0.35, -0.08], [-0.60, -0.09, -0.07], [1.09, 0.05, 0.20], [-1.09, 0.30, -0.36], [0.79, -0.33, 0.32], [-0.69, -0.07, -0.12], [0.10, 0.14, -0.04], [-0.03, -0.08, 0.03], [-0.02, 0.08, -0.04], [-0.19, -0.03, -0.03], [0.23, -0.15, 0.12], [0.04, -0.01, 0.04], [-0.05, 0.05, -0.05], [-0.02, 0.19, -0.12], [0.06, 0.20, 0.02], [0.11, 0.05, -0.34], [0.07, -0.34, 0.15], [0.11, 0.17, -0.06], [-0.08, -0.08, 0.01], [0.05, 0.09, -0.04], [0.06, -0.09, 0.05], [-0.02, -0.07, 0.03], [-0.08, -0.01, -0.01], [-0.04, 0.06, -0.03], [0.06, 0.08, -0.02]], "mulliken_charge": [-0.69, 0.74, -0.61, 0.45, -0.52, 0.22, -0.68, -0.21, -0.19, 0.10, -0.71, -0.57, -0.37, -0.14, 1.06, -0.43, -0.59, -0.44, -0.49, -0.54, 0.31, 0.26, 0.38, 0.25, 0.36, 0.29, 0.42, 0.24, 0.36, 0.25, 0.38, 0.38, 0.38, 0.33], "energy_ha": -911.34679, "total_charge": 0, "lumo_energy_ev": -0.41, "orbital_gap_ev": 7.881, "smiles": "O=C(Cc1cc(=O)[nH][nH]1)N/N=C/C=C/c1ccccc1", "relative_energy_kcal_mol": 76.1}

=====

(2)
{"formula": "C31H49FNO14P", "method": "wB97M-V/def2-TZVPD", "elements": ["C", "C", "P", "C", "C", "C", "C", "C", "C", "C", "C", "O", "C", "N", "C", "C", "C", "F", "C", "O", "H", "H", "H", "H", "H", "H", "H", "H", "H", "H", "H", "H", "H", "H", "H", "H", "H", "C", "C", "O", "C", "O", "O", "C", "H", "H", "H", "H", "H", "H", "H", "H", "C", "C", "O", "C", "O", "O", "C", "H", "H", "H", "H", "H", "H", "H", "H", "C", "C", "O", "C", "O", "O", "C", "H", "H", "H", "H", "H", "H", "H", "H", "C", "C", "O", "C", "O", "O", "C", "H", "H", "H", "H", "H", "H", "H", "H"], "coordinates": [[4.277, 1.744, 0.723], [5.084, 2.976, 0.080], [3.943, 4.434, -0.442], [5.067, 5.482, -1.583], [2.424, 3.810, -1.365], [2.108, 4.102, -2.875], [0.834, 3.498, -3.571], [-0.148, 2.599, -2.784], [0.179, 2.324, -1.265], [1.423, 2.914, -0.576], [-0.876, 1.351, -0.529], [-1.215, 1.480, 0.671], [-1.490, 0.199, -1.486], [-1.688, -1.120, -0.832], [-1.776, 0.434, -2.873], [-2.341, -0.700, -3.854], [-1.044, -1.491, -4.448], [-3.256, -1.617, -3.224], [-1.457, 1.914, -3.434], [-2.166, 2.514, -4.273], [3.608, 2.165, 1.549], [3.613, 1.309, -0.102], [4.932, 0.894, 1.105], [5.656, 2.649, -0.860], [5.861, 3.339, 0.832], [5.690, 6.238, -1.000], [5.762, 4.741, -2.138], [4.454, 6.083, -2.353], [2.865, 4.755, -3.446], [0.659, 3.753, -4.677], [1.631, 2.694, 0.521], [-1.422, -1.831, -1.526], [-2.688, -1.167, -0.586], [-2.901, -0.266, -4.766], [-0.871, -1.250, -5.564], [-1.128, -2.631, -4.284], [-0.115, -1.107, -3.882], [-1.264, -0.941, 4.076], [-2.374, 0.091, 4.070], [-2.831, 0.367, 5.402], [-2.033, 1.156, 6.135], [-0.990, 1.648, 5.777], [-2.582, 1.284, 7.358], [-1.778, 2.021, 8.275], [-1.580, -1.842, 4.610], [-0.982, -1.212, 3.057], [-0.375, -0.565, 4.588], [-3.232, -0.304, 3.520], [-2.068, 1.013, 3.569], [-1.502, 2.996, 7.869], [-0.886, 1.446, 8.534], [-2.364, 2.180, 9.182], [7.680, 0.542, -6.145], [7.343, 1.126, -4.787], [6.681, 2.391, -4.917], [5.387, 2.333, -5.269], [4.748, 1.330, -5.474], [4.929, 3.593, -5.384], [3.586, 3.676, -5.854], [8.253, 1.259, -6.740], [8.263, -0.375, -6.037], [6.777, 0.309, -6.712], [8.267, 1.314, -4.234], [6.742, 0.437, -4.187], [2.913, 3.071, -5.244], [3.537, 3.368, -6.901], [3.268, 4.718, -5.785], [1.313, -7.678, 4.363], [0.159, -6.772, 3.978], [-0.359, -6.081, 5.122], [0.376, -5.045, 5.554], [1.409, -4.652, 5.068], [-0.223, -4.535, 6.645], [0.513, -3.484, 7.267], [1.017, -8.356, 5.168], [1.644, -8.267, 3.505], [2.165, -7.101, 4.731], [-0.660, -7.377, 3.582], [0.443, -6.062, 3.196], [0.762, -2.695, 6.554], [1.419, -3.886, 7.727], [-0.111, -3.053, 8.052], [-6.415, -2.742, -2.348], [-6.662, -1.250, -2.460], [-7.931, -0.891, -1.896], [-7.974, -0.849, -0.555], [-7.057, -1.075, 0.196], [-9.231, -0.538, -0.189], [-9.441, -0.559, 1.221], [-7.246, -3.303, -2.785], [-5.491, -3.020, -2.858], [-6.337, -3.054, -1.304], [-6.699, -0.968, -3.515], [-5.859, -0.669, -1.999], [-8.716, 0.071, 1.741], [-9.392, -1.586, 1.589], [-10.441, -0.167, 1.417]], "forces_ev_per_a": [[-0.41, 0.54, -0.83], [0.38, -1.11, -0.66], [-0.08, 0.74, 0.97], [0.13, -0.67, -1.21], [-2.65, -2.06, -2.75], [-1.98, -2.12, 2.18], [0.58, -0.23, 3.12], [2.83, 1.13, 1.52], [1.23, 1.09, -1.69], [-0.98, 0.57, -3.15], [-0.28, 0.70, 1.36], [1.32, -0.69, -4.21], [-0.22, 0.34, -2.14], [0.11, 2.04, -1.03], [0.36, 0.34, 2.51], [0.96, 0.37, -1.07], [0.28, 0.17, 0.49], [1.26, 1.26, -0.54], [-0.46, 0.86, -0.62], [2.40, -2.28, 2.52], [0.95, -0.84, -0.96], [0.81, 0.52, 1.30], [-0.70, 1.38, -0.40], [-0.69, 0.21, 1.33], [-1.19, -0.06, -1.05], [-0.95, -1.24, -0.52], [-0.97, 1.45, 0.66], [0.90, -1.04, 1.22], [-1.54, -1.25, 0.89], [0.14, -0.54, 1.95], [-0.52, 0.32, -1.72], [-0.68, 0.30, 0.51], [0.72, -0.44, -0.14], [0.74, -0.37, 1.83], [-0.49, -0.48, 1.81], [-0.02, 1.88, -0.36], [-1.39, -0.78, -0.92], [0.23, -0.05, 0.24], [0.29, -0.20, -0.61], [0.05, 0.43, 0.40], [0.00, -0.30, -0.13], [-0.43, -0.10, 0.19], [0.06, 0.00, -0.41], [0.17, 0.24, 0.35], [-0.10, 0.02, -0.14], [-0.08, 0.04, 0.04], [-0.07, 0.08, -0.12], [-0.08, 0.11, 0.32], [0.05, -0.06, 0.21], [0.07, -0.21, -0.05], [0.00, 0.16, -0.12], [-0.13, -0.18, -0.23], [-0.19, 0.05, -0.27], [0.33, -0.54, -0.07], [-0.47, 0.18, 0.12], [0.14, -0.03, -0.17], [0.20, 0.42, 0.16], [0.21, -0.34, 0.21], [-0.45, 0.02, -0.26], [0.08, -0.07, 0.15], [-0.01, 0.08, 0.04], [0.04, -0.05, 0.15], [-0.20, 0.29, -0.03], [-0.11, 0.15, -0.16], [0.21, -0.07, -0.18], [-0.04, -0.08, 0.14], [0.30, -0.04, 0.04], [0.21, 0.07, 0.24], [0.27, -0.37, -0.39], [0.00, 0.45, 0.12], [0.04, -0.17, 0.13], [-0.45, -0.09, 0.14], [0.08, -0.19, -0.46], [0.19, 0.41, 0.27], [-0.08, -0.02, -0.16], [-0.07, 0.03, 0.04], [-0.08, 0.02, -0.14], [-0.10, 0.21, 0.26], [0.05, 0.05, 0.23], [0.07, -0.20, 0.02], [-0.01, 0.10, -0.17], [-0.13, -0.26, -0.16], [-0.09, -0.20, 0.24], [0.53, -0.30, -0.25], [-0.14, 0.26, 0.42], [-0.08, -0.20, -0.13], [-0.33, 0.18, -0.27], [0.45, -0.01, -0.22], [-0.16, 0.04, 0.47], [0.09, 0.10, -0.11], [-0.07, 0.08, -0.01], [0.07, 0.12, -0.06], [-0.28, 0.11, 0.18], [-0.17, -0.08, 0.12], [0.01, -0.19, -0.11], [0.14, 0.14, 0.02], [0.09, -0.04, -0.31]], "mulliken_charge": [-0.97, -0.27, 0.05, -0.81, 0.43, -0.10, -0.84, 0.54, 0.37, -0.82, 0.21, -0.53, 0.45, -0.55, -0.08, 0.06, -1.04, -0.28, -0.05, -0.57, 0.23, 0.28, 0.35, 0.17, 0.34, 0.34, 0.15, 0.29, 0.04, 0.37, 0.42, 0.31, 0.30, 0.33, 0.30, 0.29, 0.30, -1.13, -0.16, -0.35, 0.77, -0.56, -0.34, -0.63, 0.29, 0.41, 0.30, 0.27, 0.34, 0.29, 0.28, 0.22, -1.13, -0.17, -0.36, 0.76, -0.57, -0.34, -0.70, 0.29, 0.36, 0.31, 0.32, 0.31, 0.21, 0.42, 0.27, -1.09, -0.17, -0.35, 0.78, -0.55, -0.34, -0.60, 0.29, 0.36, 0.31, 0.29, 0.30, 0.25, 0.30, 0.23, -1.10, -0.06, -0.35, 0.75, -0.55, -0.34, -0.62, 0.34, 0.30, 0.29, 0.31, 0.23, 0.29, 0.29, 0.22], "energy_ha": -2759.75837, "total_charge": 0, "lumo_energy_ev": -1.21, "orbital_gap_ev": 6.800, "smiles": "CCP(C)c1ccc2c(c1)C(=O)C(N)=C([C@@H](C)F)C2=O.CCOC(=O)OC.CCOC(=O)OC.CCOC(=O)OC.CCOC(=O)OC"}